1.
# C27H30N4O3

An isolated molecule of C27H30N4O3 (the ωB97M-V functional and the def2-TZVPD basis, OMol25).

As for the SMILES: CCOc1ccc(OCC)c([C@H]2C(C#N)=C(N)N(c3cccnc3)C3=C2C(=O)CC(C)(C)C3)c1. Its spin multiplicity is 1. Its calculated total energy is -1491.607610 hartree.

Structure (XYZ):
```
64
Properties=species:S:1:pos:R:3:mulliken_charge:R:1
C -1.19 4.91 2.97 -1.07
C 0.13 4.74 2.22 -0.47
O 0.18 3.56 1.45 -0.48
C 0.40 2.36 2.07 -0.06
C 0.37 1.24 1.24 -0.28
C 0.60 -0.03 1.72 0.66
C 0.85 -0.21 3.09 0.98
C 0.89 0.90 3.92 -1.28
C 0.67 2.17 3.42 -0.82
H 0.72 3.00 4.11 0.38
H 1.09 0.80 4.97 0.37
O 1.06 -1.50 3.48 -0.44
C 1.12 -1.82 4.86 -0.52
C -0.25 -1.77 5.53 -0.97
H -0.63 -0.75 5.57 0.31
H -0.95 -2.37 4.95 0.23
H -0.18 -2.16 6.54 0.41
H 1.50 -2.85 4.87 0.38
H 1.84 -1.18 5.38 0.35
C 0.53 -1.24 0.81 0.95
C -0.90 -1.70 0.74 -0.29
C -1.69 -1.44 -0.33 0.85
N -3.02 -1.82 -0.38 -0.53
H -3.65 -1.21 -0.89 0.22
H -3.38 -2.12 0.51 0.30
N -1.17 -0.84 -1.47 0.73
C 0.20 -0.69 -1.61 0.36
C 1.04 -0.91 -0.57 -1.25
C 2.49 -0.81 -0.71 1.08
O 3.25 -1.08 0.20 -0.66
C 3.00 -0.33 -2.05 -1.32
C 2.14 -0.82 -3.22 2.04
C 2.66 -0.24 -4.53 -2.15
H 2.04 -0.56 -5.36 0.42
H 2.66 0.85 -4.50 0.43
H 3.68 -0.57 -4.72 0.46
C 2.18 -2.35 -3.29 -1.80
H 1.80 -2.80 -2.38 0.36
H 3.20 -2.69 -3.44 0.44
H 1.58 -2.71 -4.13 0.42
C 0.70 -0.34 -2.98 -1.76
H 0.67 0.75 -3.10 0.29
H 0.05 -0.77 -3.74 0.66
H 2.99 0.76 -2.02 0.37
H 4.04 -0.65 -2.16 0.40
C -2.03 -0.47 -2.54 -1.05
C -2.76 -1.43 -3.25 0.42
C -3.58 -1.00 -4.28 -0.72
C -3.64 0.36 -4.56 -0.31
N -2.95 1.27 -3.88 -0.66
C -2.17 0.86 -2.90 -0.11
H -1.63 1.64 -2.37 0.52
H -4.26 0.74 -5.35 0.39
H -4.16 -1.71 -4.85 0.40
H -2.68 -2.47 -2.99 0.49
C -1.46 -2.32 1.86 -0.43
N -1.95 -2.81 2.77 -0.72
H 1.17 -2.01 1.25 0.93
H 0.17 1.40 0.19 0.45
H 0.24 5.55 1.49 0.35
H 0.98 4.79 2.91 0.35
H -1.34 4.10 3.68 0.35
H -1.19 5.85 3.51 0.36
H -2.02 4.90 2.26 0.30
```

2.
# C5H6O

An isolated molecule of C5H6O (the ωB97M-V functional and the def2-TZVPD basis, OMol25).

As for the SMILES: O=C1C=CCC1. Its spin multiplicity is 1. Its calculated total energy is -269.250807 hartree.

Structure (XYZ):
```
12
Properties=species:S:1:pos:R:3:mulliken_charge:R:1
O -2.45 0.77 -0.47 -0.52
C -1.35 0.28 -0.42 0.39
C -0.17 0.64 0.99 -0.78
C 0.99 -0.23 0.54 -0.47
C 0.74 -0.78 -0.74 -0.18
C -0.50 -0.50 -1.27 -0.48
H -0.57 0.46 1.98 0.34
H -0.23 1.69 0.72 0.31
H 1.45 0.85 0.79 0.20
H 1.54 -0.80 1.28 0.40
H 1.46 -1.43 -1.24 0.40
H -0.90 -0.96 -2.17 0.39
```

| no. | largest force on an atom (hartree/bohr) |
| --- | --- |
| 1 | 0.02166 |
| 2 | 0.10180 |